{
  "formula": "C42H91FI2N12O9P",
  "method": "ωB97M-V/def2-TZVPD",
  "symbols": ["H", "C", "H", "C", "H", "C", "H", "H", "H", "H", "H", "H", "C", "O", "C", "P", "O", "H", "H", "C", "C", "O", "N", "H", "H", "H", "N", "H", "O", "H", "H", "H", "H", "N", "H", "H", "H", "H", "N", "C", "C", "C", "H", "N", "H", "H", "C", "H", "H", "C", "H", "H", "H", "O", "H", "N", "H", "C", "H", "H", "H", "C", "C", "H", "C", "H", "H", "C", "H", "H", "H", "H", "O", "H", "C", "H", "I", "C", "F", "C", "C", "H", "C", "H", "H", "N", "H", "H", "H", "C", "C", "C", "H", "H", "C", "H", "C", "H", "O", "C", "H", "C", "H", "H", "H", "H", "C", "H", "H", "H", "C", "C", "H", "H", "N", "C", "H", "C", "H", "O", "C", "N", "H", "H", "H", "N", "C", "H", "H", "N", "H", "H", "H", "H", "H", "H", "H", "C", "H", "H", "C", "H", "H", "H", "C", "C", "N", "C", "H", "H", "C", "H", "H", "I", "O", "H", "H", "H"],
  "xyz": [[-3.771, 1.525, 0.945], [3.051, 6.814, -0.781], [9.074, -2.177, -4.785], [2.515, -4.943, -3.678], [1.904, 2.463, -3.680], [-4.891, 5.063, 1.422], [1.333, 4.633, -0.980], [-9.774, 2.508, 1.528], [-4.027, -4.149, 1.316], [2.955, -5.881, -3.347], [-4.341, 6.000, 1.387], [8.197, -1.194, -5.980], [0.817, 3.626, -6.483], [2.442, -2.558, -3.037], [-10.205, -0.601, 2.233], [0.983, -2.227, -2.473], [5.589, -1.997, -6.334], [-0.599, -6.821, 4.330], [-2.874, -0.283, 3.261], [-2.680, -0.968, 1.157], [8.179, -2.117, -5.400], [0.787, 4.910, -3.130], [6.996, -2.146, -4.554], [3.044, 3.728, -4.157], [-0.891, -1.198, 3.845], [-4.841, -6.311, 2.775], [2.988, 5.538, -0.087], [2.686, 2.395, -5.278], [0.261, -3.418, -2.041], [4.949, -2.110, -4.412], [-5.253, 0.056, 3.164], [-4.023, -4.941, 3.492], [-0.014, 4.272, -6.756], [0.097, 0.389, 1.462], [2.406, 3.527, -0.096], [1.885, -4.449, 5.118], [-7.989, 4.449, 2.577], [-8.732, 1.461, 2.515], [-10.686, 0.764, 2.225], [-0.426, -0.680, 2.006], [1.158, -1.062, -1.080], [-4.767, -0.510, 2.379], [3.395, 4.423, 1.563], [7.144, 3.235, 0.198], [0.631, -3.814, 1.857], [2.529, 7.576, -0.202], [0.889, -0.445, -4.322], [-0.123, 0.387, -2.003], [-12.630, 0.174, 1.939], [-0.082, -0.163, -1.071], [2.804, -0.920, -5.132], [0.952, -7.249, 4.769], [7.687, -3.163, -2.864], [-12.443, 2.193, 2.049], [7.726, -1.390, -2.748], [2.100, -5.072, 4.350], [-2.649, -0.343, 0.268], [0.528, 4.703, -4.305], [-3.131, -6.388, 3.057], [2.918, -0.624, 1.294], [1.690, -0.233, -6.329], [5.784, -2.081, -5.138], [0.962, 1.199, 2.295], [8.537, 3.381, -1.361], [-0.246, -4.383, 3.697], [-1.210, -4.873, 3.621], [6.181, -2.253, -2.631], [3.033, 0.445, 1.183], [-5.001, 4.664, 0.413], [1.536, -1.921, -5.754], [-0.620, -3.927, 0.171], [2.779, 0.819, 0.200], [-6.721, 3.070, 1.783], [-0.239, -3.903, 4.671], [-3.931, -5.721, 2.744], [1.440, -5.079, -3.656], [3.445, 2.458, 3.460], [-7.013, 4.204, 2.126], [-2.354, -2.977, 2.808], [0.841, -5.469, 3.744], [7.155, -2.244, -3.118], [4.091, 7.123, -0.893], [-9.739, 1.852, 2.398], [-1.256, 1.216, 0.037], [1.671, 3.859, -7.121], [1.094, -6.060, 2.420], [1.926, -6.637, 2.525], [-2.034, -5.748, 0.098], [-4.866, -1.563, 2.629], [-3.310, 1.381, 1.918], [2.368, 4.403, -0.747], [-3.288, -0.100, 2.272], [0.353, -6.732, 2.261], [-9.719, -0.819, 3.187], [-6.595, 6.599, 2.436], [-5.905, 6.958, 3.201], [-1.310, -2.886, 1.893], [-0.945, -0.822, -1.078], [4.048, 6.336, 1.767], [2.268, 3.055, -4.522], [-3.896, 1.912, 2.660], [6.360, 2.397, -0.488], [6.664, 2.747, 2.175], [2.795, -4.725, -4.702], [2.008, -0.441, -1.341], [-5.281, -0.311, 1.441], [-0.247, 0.832, 0.096], [-9.482, -0.745, 1.426], [1.697, -1.929, 2.603], [5.774, 4.119, 1.502], [1.779, -0.899, -5.484], [-11.991, 1.066, 2.063], [4.037, -3.791, -2.822], [2.898, 4.182, -1.673], [0.296, -6.485, 4.664], [-3.654, -5.169, 1.333], [1.332, -1.605, -0.164], [2.272, 1.239, 2.200], [2.686, -4.618, 3.657], [5.310, 1.921, -0.076], [3.506, 5.437, 1.148], [-6.203, 5.269, 2.006], [-2.321, 1.822, 1.863], [-1.568, -5.695, 1.755], [7.478, 4.315, 1.960], [1.175, 3.826, -5.090], [-2.137, -5.162, 1.009], [-7.601, 6.581, 2.848], [-6.573, 7.284, 1.586], [-1.294, -1.504, 1.359], [2.785, -4.145, -1.686], [9.219, 3.473, 0.273], [8.324, 4.854, -0.397], [0.385, 1.694, -0.095], [-11.032, -1.294, 2.093], [-10.011, 2.435, 3.280], [1.180, -2.390, 4.179], [-1.570, -3.790, 0.676], [0.525, 2.587, -6.645], [-3.349, -1.775, 0.905], [0.814, -2.173, 3.185], [-2.227, -3.253, -0.004], [-4.176, -5.760, 0.595], [0.111, 0.178, -4.751], [8.377, 3.766, -0.356], [6.745, 3.631, 1.541], [-0.059, -0.996, 3.298], [2.957, -3.872, -2.720], [6.752, 2.163, -1.492], [-0.282, 5.237, -4.828], [-0.005, -3.339, 2.597], [8.157, -2.956, -6.095], [-4.344, 4.336, 2.024], [-0.056, 2.372, 3.766], [0.198, -1.535, -3.670], [2.588, 6.721, -1.761], [4.084, 0.666, 1.310], [1.437, 0.200, -3.632]],
  "charge": 1,
  "gap_ev": 7.26,
  "lumo_ha": -0.1124,
  "e_homo_ev": -10.32,
  "largest_force_ev_per_a": 2.044
}

=====

{
  "formula": "C7H12N2",
  "method": "ωB97M-V/def2-TZVPD",
  "symbols": ["H", "N", "H", "H", "H", "H", "C", "H", "H", "C", "H", "H", "C", "H", "N", "C", "C", "H", "C", "H", "C"],
  "xyz": [[2.711, 2.233, 0.517], [3.284, 0.333, -0.331], [-1.114, 0.985, 0.797], [0.290, 0.162, -0.642], [2.221, 2.061, -1.242], [-2.060, 2.084, -0.438], [-0.889, -1.496, -0.081], [3.581, -1.537, 0.068], [-2.894, 1.658, 1.171], [0.341, -0.844, -0.181], [-0.805, -2.436, 0.496], [1.527, -2.394, 0.803], [-2.254, -1.083, -0.392], [-3.896, 0.320, -0.521], [1.548, -1.392, 0.320], [2.808, -0.855, 0.058], [-2.800, 0.142, -0.152], [-2.973, -1.767, -0.727], [2.257, 1.394, -0.096], [1.223, 1.066, 0.206], [-2.105, 1.364, 0.366]],
  "gap_ev": 8.68,
  "e_above_lowest_ev": 3.781,
  "lumo_ha": 0.0283,
  "smiles": "C/C=C\\C=C\\N/C=N\\C",
  "e_homo_ev": -7.91,
  "largest_force_ev_per_a": 4.944
}

=====

{
  "formula": "C4H7NO",
  "method": "ωB97M-V/def2-TZVPD",
  "symbols": ["H", "H", "H", "C", "C", "H", "H", "C", "O", "C", "N", "H", "H"],
  "xyz": [[1.497, -0.769, 1.034], [0.287, 2.270, 0.948], [-0.241, -0.799, 1.500], [-0.306, -0.834, -1.307], [0.231, 0.406, -0.303], [-1.175, 1.314, 1.130], [-0.905, 2.272, -0.347], [0.474, -0.747, 0.668], [-0.760, -1.076, -2.410], [-0.429, 1.627, 0.386], [0.166, -1.710, -0.374], [1.198, 0.732, -0.719], [-0.036, -2.686, -0.206]],
  "gap_ev": 10.67,
  "e_above_lowest_ev": 1.416,
  "lumo_ha": 0.0350,
  "smiles": "C[C@H]1CNC1=O",
  "e_homo_ev": -9.72,
  "largest_force_ev_per_a": 1.974
}

=====

{
  "formula": "C16H9MnN2O5S",
  "method": "ωB97M-V/def2-TZVPD",
  "symbols": ["C", "Mn", "C", "C", "C", "C", "H", "H", "H", "C", "S", "O", "C", "C", "C", "C", "N", "C", "O", "H", "C", "O", "H", "H", "C", "H", "H", "N", "O", "C", "C", "H", "C", "O"],
  "xyz": [[-0.636, 1.897, 2.387], [-0.021, 0.281, -0.370], [1.020, -4.229, -1.367], [-0.343, 3.269, -3.377], [-1.139, 4.229, 2.546], [-0.228, 1.832, -1.542], [-1.380, 5.107, 3.126], [-1.156, 5.232, 0.634], [0.767, -4.644, 2.017], [-0.542, 3.058, -0.957], [-0.699, 4.353, -2.088], [0.096, -1.979, 3.156], [-0.121, 1.999, -2.952], [0.495, -2.817, 0.926], [1.033, -4.886, -0.126], [-0.704, 3.150, 0.460], [-0.516, 1.955, 1.067], [0.765, -4.171, 1.047], [-0.012, -0.610, 1.395], [1.290, -6.555, 0.782], [-0.945, 3.002, 3.165], [0.803, -2.084, -3.661], [-1.029, 2.892, 4.234], [-0.322, 3.652, -4.378], [-1.017, 4.307, 1.172], [1.226, -4.780, -2.269], [0.116, 1.183, -3.610], [0.493, -2.241, -0.250], [1.307, -6.204, -0.118], [0.166, -1.740, 1.968], [0.634, -1.835, -2.492], [-0.479, 0.927, 2.839], [0.738, -2.875, -1.377], [0.341, -0.675, -1.987]],
  "multiplicity": 5,
  "gap_ev": [7.55, 7.84],
  "lumo_ha": [-0.0461, -0.0381],
  "e_homo_ev": [-8.81, -8.88],
  "s_squared": 6.1190,
  "largest_force_ev_per_a": 1.934
}

=====

{
  "formula": "C27H26F3N2",
  "method": "ωB97M-V/def2-TZVPD",
  "symbols": ["H", "H", "C", "H", "N", "H", "C", "C", "H", "C", "C", "H", "N", "C", "C", "C", "C", "C", "C", "H", "H", "C", "C", "H", "C", "H", "H", "C", "H", "H", "H", "C", "H", "C", "H", "C", "C", "H", "F", "C", "H", "H", "C", "H", "F", "H", "C", "H", "H", "H", "C", "C", "C", "H", "C", "C", "F", "H"],
  "xyz": [[3.691, -0.419, 3.680], [-0.272, -0.949, 1.336], [-1.310, -0.937, 3.091], [-1.972, 3.272, 0.641], [-1.304, -0.201, -1.707], [-1.017, 2.106, 1.582], [-2.741, 1.362, -0.987], [4.785, 2.112, -1.801], [-1.048, -1.081, 4.140], [-3.362, 0.178, -3.014], [-2.615, 0.267, -1.852], [-1.212, 0.133, 2.894], [-1.500, 1.516, -0.360], [0.815, 0.876, -0.993], [-0.622, 0.638, -0.900], [3.150, 0.717, -0.509], [-3.632, 2.389, -1.244], [-1.354, -2.657, 1.368], [2.382, 2.201, -2.283], [2.572, 2.915, -3.083], [0.263, -1.064, -2.870], [-2.763, -1.410, 2.824], [3.740, -2.196, 2.436], [-0.995, -3.298, 0.561], [-0.443, -1.691, 2.072], [-3.656, 3.251, -0.581], [1.009, -3.726, 1.082], [-4.395, 2.307, -2.418], [-0.576, -2.151, -1.732], [0.277, 2.261, -2.587], [4.004, 0.339, 0.054], [3.109, -1.154, 3.127], [1.650, -0.485, 0.503], [-2.618, -2.509, 1.803], [-3.278, -1.702, 3.749], [2.988, -3.162, 1.758], [0.977, -2.024, 2.413], [1.223, -0.185, 3.542], [4.808, 3.388, -2.303], [1.723, -1.047, 3.096], [-5.083, 3.117, -2.670], [-0.233, 3.099, 0.325], [3.392, 1.662, -1.502], [-3.490, -3.088, 1.503], [5.358, 1.303, -2.753], [-1.386, -1.620, -3.227], [-1.150, 2.560, 0.592], [4.828, -2.251, 2.418], [-4.838, 1.197, -4.218], [3.468, -4.004, 1.259], [-4.259, 1.220, -3.291], [1.855, 0.286, -0.254], [-0.710, -1.315, -2.429], [-3.170, -0.640, -3.707], [1.095, 1.824, -2.005], [1.604, -3.052, 1.700], [5.578, 2.092, -0.689], [-3.345, -0.572, 2.419]],
  "charge": 1,
  "gap_ev": 8.17,
  "lumo_ha": -0.1140,
  "e_homo_ev": -11.27,
  "largest_force_ev_per_a": 1.825
}

=====

{
  "formula": "CHN3O",
  "method": "ωB97M-V/def2-TZVPD",
  "symbols": ["O", "C", "N", "N", "N", "H"],
  "xyz": [[-1.902, 0.341, -0.650], [0.499, -0.149, 0.125], [1.286, 0.729, 0.318], [-1.628, -0.816, -0.549], [-0.273, -1.076, -0.201], [2.018, 0.971, 0.956]],
  "gap_ev": 9.82,
  "e_above_lowest_ev": 4.572,
  "lumo_ha": -0.0115,
  "smiles": "N=C=NN=O",
  "e_homo_ev": -10.13,
  "largest_force_ev_per_a": 0.879
}

=====

{
  "formula": "C8H16O15S2V",
  "method": "ωB97M-V/def2-TZVPD",
  "symbols": ["H", "O", "O", "H", "O", "O", "O", "O", "H", "S", "H", "C", "H", "H", "C", "H", "C", "O", "O", "H", "H", "C", "V", "O", "H", "O", "S", "H", "C", "O", "C", "O", "H", "C", "H", "C", "H", "H", "O", "H", "O", "O"],
  "xyz": [[4.694, 10.440, -11.054], [1.321, 5.829, -9.803], [0.230, 6.102, -8.035], [4.283, 9.774, -13.359], [1.008, 12.011, -12.249], [0.928, 7.118, -12.204], [3.299, 7.813, -11.408], [-2.675, 9.008, -10.728], [0.149, 5.668, -15.813], [2.052, 7.291, -16.127], [0.046, 6.473, -17.344], [4.970, 8.928, -13.329], [-3.133, 8.995, -8.703], [1.605, 8.992, -14.583], [5.217, 9.567, -10.665], [0.047, 8.042, -14.725], [0.898, 5.356, -8.753], [-0.851, 10.868, -12.129], [2.403, 9.945, -7.107], [1.186, 5.173, -17.130], [4.890, 9.286, -9.664], [0.357, 10.840, -12.069], [1.331, 7.934, -10.873], [1.012, 9.779, -11.988], [1.841, 11.555, -12.391], [-2.256, 8.627, -8.566], [4.782, 8.109, -11.719], [1.844, 9.607, -6.403], [1.662, 9.216, -7.944], [2.928, 6.657, -15.028], [-1.944, 8.469, -9.838], [0.668, 8.700, -7.426], [0.809, 4.284, -7.416], [0.755, 6.044, -16.637], [4.777, 8.290, -14.191], [0.920, 8.448, -15.234], [6.284, 9.694, -10.484], [5.971, 9.288, -13.566], [1.887, 9.155, -9.157], [0.601, 9.113, -16.037], [1.143, 4.083, -8.293], [-0.915, 7.909, -10.227]],
  "charge": -3,
  "multiplicity": 3,
  "gap_ev": [2.13, 4.79],
  "lumo_ha": [0.1962, 0.1932],
  "e_homo_ev": [3.21, 0.47],
  "s_squared": 2.0504,
  "largest_force_ev_per_a": 5.541
}

=====

{
  "formula": "C4H14ClNSi2",
  "method": "ωB97M-V/def2-TZVPD",
  "symbols": ["H", "H", "H", "Si", "H", "H", "H", "H", "Si", "H", "Cl", "H", "H", "H", "H", "C", "N", "C", "C", "C", "H", "H"],
  "xyz": [[-0.683, 1.419, -2.966], [2.078, 0.156, -1.581], [2.423, -2.806, -0.287], [2.260, -0.162, -0.243], [2.915, 1.016, 0.451], [1.886, -2.267, 1.246], [0.112, -1.270, 2.151], [-3.555, 1.102, -0.681], [-1.204, 0.143, -0.661], [3.647, -1.889, 0.843], [-1.121, -1.451, -1.907], [-1.518, -0.205, 1.970], [-0.855, 2.487, -1.557], [-3.388, 0.094, 0.819], [0.124, 0.439, 2.593], [2.622, -1.948, 0.380], [-0.058, -0.052, 0.539], [-0.357, -0.342, 1.858], [-2.848, 0.778, 0.100], [-0.506, 1.535, -1.842], [-2.667, 1.848, 0.426], [0.692, 1.376, -1.652]],
  "gap_ev": 8.04,
  "e_above_lowest_ev": 2.645,
  "lumo_ha": 0.0019,
  "e_homo_ev": -7.99,
  "largest_force_ev_per_a": 5.175
}

=====

{
  "formula": "C26H44F2N3O7P",
  "method": "ωB97M-V/def2-TZVPD",
  "symbols": ["C", "C", "C", "H", "C", "N", "C", "H", "C", "H", "C", "H", "H", "H", "O", "H", "O", "H", "H", "H", "C", "H", "O", "C", "H", "H", "H", "C", "H", "H", "H", "O", "C", "C", "C", "H", "O", "N", "H", "H", "H", "H", "H", "H", "H", "C", "C", "H", "H", "F", "C", "F", "H", "C", "C", "C", "H", "H", "H", "H", "H", "H", "H", "H", "C", "H", "C", "O", "C", "C", "C", "H", "N", "C", "C", "H", "H", "P", "H", "H", "O", "H", "H"],
  "xyz": [[-4.054, 3.876, 1.062], [-3.848, 3.127, -2.709], [-5.431, 3.875, 1.189], [3.114, -6.280, -0.118], [-7.754, 3.638, 0.087], [4.162, -6.006, -1.870], [3.603, -0.892, 4.642], [4.293, -7.387, -3.434], [-3.420, 3.638, -0.146], [0.226, 3.126, 1.139], [3.780, 1.939, 1.732], [-7.481, 5.316, -1.218], [4.035, 2.609, 2.552], [1.938, -3.932, -3.219], [3.890, -2.261, 4.416], [3.108, -3.339, -1.994], [-2.852, 3.383, -3.316], [-1.653, 5.373, -2.098], [1.428, -1.488, 0.622], [3.257, -5.989, -3.790], [2.057, -3.553, -2.201], [0.986, 0.875, 0.804], [2.535, 1.336, 2.032], [3.012, -2.919, 3.518], [-6.362, 5.248, 2.509], [2.534, -0.678, 4.578], [3.921, -0.836, 2.003], [1.630, -5.817, -1.573], [5.389, -5.946, -5.020], [-7.043, 3.650, 2.673], [-9.232, 4.991, -0.845], [-7.227, 3.332, -2.987], [1.996, -0.922, 1.366], [-0.747, 3.596, 1.297], [-6.228, 3.622, 0.069], [2.564, 0.693, 0.036], [-5.274, 4.734, 4.682], [3.351, -1.462, 1.449], [1.973, -2.618, 3.698], [3.946, -0.644, 5.647], [-1.944, 6.070, -0.527], [5.851, -3.635, -2.172], [-8.125, 3.510, 1.105], [7.040, -3.665, -3.506], [4.238, -5.004, -1.746], [4.184, -6.307, -3.297], [-8.210, 5.010, -0.462], [1.378, -5.970, -2.629], [1.479, -1.001, 2.331], [-8.098, 5.939, 0.576], [-4.203, 3.386, -1.248], [-4.400, 2.913, 3.842], [1.512, -2.611, -2.117], [-6.101, 4.183, 2.518], [-5.594, 3.381, -1.121], [2.015, 0.541, 0.969], [-3.474, 4.105, 1.953], [-0.232, 5.666, -1.005], [-1.359, 3.011, 1.989], [6.290, -5.837, -3.505], [4.155, -0.258, 3.943], [2.872, -7.550, -1.304], [-4.989, 1.527, -3.039], [-8.098, 2.826, -0.561], [-1.282, 5.378, -1.067], [4.448, -3.132, 1.958], [2.958, -6.466, -1.185], [1.536, -4.446, -1.228], [-6.153, 3.104, -2.510], [6.003, -3.443, -3.239], [-5.231, 3.986, 3.748], [3.067, -3.980, 3.778], [-5.052, 2.522, -3.246], [5.336, -5.599, -3.984], [3.412, -2.795, 2.049], [4.572, 1.189, 1.638], [2.805, -3.485, 1.453], [-1.589, 3.667, -0.386], [0.845, -6.320, -1.002], [3.721, 2.526, 0.810], [5.101, -4.196, -4.030], [-0.623, 4.639, 1.618], [5.815, -2.388, -3.430]],
  "gap_ev": 7.71,
  "e_above_lowest_ev": 0.000,
  "lumo_ha": -0.0189,
  "smiles": "CP(C)c1cc(CC(=O)F)c(CCF)c2c1C(=O)NC2=O.COCCNCCOC.COCCNCCOC",
  "e_homo_ev": -8.23,
  "largest_force_ev_per_a": 2.139
}

=====

no.,DFT total energy (eV)
1,-109542.592
2,-10429.697
3,-7798.229
4,-72111.771
5,-39547.355
6,-7567.201
7,-86623.282
8,-34142.294
9,-61199.145